(1)
A molecular structure, C28H45HgO17S at a distorted geometry. Source: the Open Molecules 2025 dataset; level of theory: ωB97M-V with the def2-TZVPD basis set.

Computed properties:
HOMO energy, Ha: -0.4286
HOMO-LUMO gap, eV: 6.575
LUMO energy, eV: -5.1

ORCA input file:
```
! RIJCOSX wB97M-V def2-TZVPD def2/J DEFGRID3
* xyz 1 1
Hg -4.105 1.262 0.227
C 0.056 -0.316 0.306
C -0.728 0.354 -0.811
O -2.088 0.582 -0.556
H -0.256 -1.339 0.528
H -0.007 0.186 1.272
H 1.110 -0.420 0.033
H -0.698 -0.229 -1.742
H -0.217 1.300 -1.039
C 3.724 -0.038 -1.962
C 5.007 0.768 -1.797
O 6.009 -0.248 -1.963
S 5.581 -1.611 -1.173
O 5.969 -1.509 0.206
O 5.811 -2.791 -1.943
O 3.979 -1.288 -1.330
H 3.605 -0.223 -3.030
H 2.868 0.427 -1.478
H 5.070 1.438 -0.939
H 5.170 1.384 -2.682
O 3.205 4.919 -2.153
C 2.021 4.781 -2.267
O 1.403 5.274 -3.363
C 0.011 4.935 -3.425
C -0.112 3.800 -2.415
C 1.051 3.984 -1.412
H -0.120 4.602 -4.456
H -0.618 5.813 -3.280
H -0.209 2.840 -2.920
H -1.025 3.858 -1.814
H 1.514 3.015 -1.252
H 0.848 4.592 -0.535
O 1.698 -2.262 4.144
C 0.970 -2.628 3.270
O -0.377 -2.563 3.419
C -1.083 -3.077 2.287
C -0.054 -3.962 1.576
C 1.295 -3.419 2.014
H -1.487 -2.292 1.648
H -1.932 -3.625 2.695
H -0.144 -4.136 0.504
H -0.141 -4.968 1.996
H 1.784 -2.818 1.244
H 2.059 -4.142 2.297
O 3.180 2.533 1.045
C 3.786 1.735 1.703
O 5.066 1.928 2.063
C 5.517 1.055 3.084
C 4.246 0.303 3.468
C 3.336 0.368 2.246
H 5.954 1.604 3.917
H 6.256 0.366 2.670
H 3.712 0.740 4.315
H 4.518 -0.707 3.780
H 2.326 0.137 2.565
H 3.742 -0.377 1.553
O -4.913 1.294 -1.918
C -4.227 1.188 -2.924
O -3.651 2.248 -3.445
C -2.746 1.913 -4.503
C -2.407 0.443 -4.261
C -3.625 -0.070 -3.522
H -1.876 2.562 -4.435
H -3.169 2.012 -5.502
H -1.537 0.220 -3.647
H -2.230 -0.036 -5.224
H -3.359 -0.731 -2.699
H -4.424 -0.545 -4.098
O -3.638 0.480 2.309
C -2.735 0.405 3.127
O -2.649 -0.651 3.924
C -1.647 -0.443 4.918
C -1.190 1.030 4.805
C -1.623 1.401 3.378
H -0.785 -1.067 4.693
H -2.066 -0.600 5.909
H -0.104 1.028 4.894
H -1.580 1.660 5.600
H -0.910 1.346 2.553
H -1.911 2.453 3.333
O -4.866 -0.936 0.127
C -4.628 -1.999 -0.395
O -5.503 -2.578 -1.204
C -4.957 -3.759 -1.875
C -3.469 -3.657 -1.601
C -3.348 -2.776 -0.358
H -5.163 -3.686 -2.939
H -5.380 -4.691 -1.507
H -2.957 -3.277 -2.481
H -3.102 -4.646 -1.325
H -2.533 -2.084 -0.589
H -3.145 -3.344 0.544
*
```

(2)
6 unconnected molecules or ions with the total composition C28H45IN2O15. Source: the Open Molecules 2025 dataset; level of theory: ωB97M-V with the def2-TZVPD basis set.

Computed properties:
HOMO energy, Ha: -0.3368
SMILES: Ic1ccc2nccnc2c1.CCOC(=O)OC.CCOC(=O)OC.CCOC(=O)OC.CCOC(=O)OC.CCOC(=O)OC
HOMO-LUMO gap, eV: 8.653
LUMO energy, eV: -0.5

ORCA input file:
```
! RIJCOSX wB97M-V def2-TZVPD def2/J DEFGRID3
* xyz 0 1
I -0.819 -2.214 0.758
C -2.772 -1.603 1.212
C -2.970 -0.335 1.804
C -4.242 0.071 2.089
C -5.360 -0.745 1.805
N -6.607 -0.290 2.120
C -7.574 -1.102 1.796
C -7.364 -2.349 1.170
N -6.188 -2.828 0.872
C -5.160 -1.996 1.202
C -3.835 -2.410 0.926
H -2.121 0.290 2.035
H -4.404 1.044 2.527
H -8.588 -0.786 2.005
H -8.229 -2.950 0.918
H -3.684 -3.377 0.470
C 2.160 4.779 -1.227
C 1.433 3.672 -1.960
O 2.079 2.402 -1.778
C 1.840 1.819 -0.599
O 1.137 2.254 0.274
O 2.517 0.673 -0.551
C 2.406 -0.023 0.695
H 3.212 4.799 -1.515
H 1.712 5.745 -1.456
H 2.118 4.627 -0.149
H 1.456 3.861 -3.032
H 0.388 3.608 -1.658
H 1.363 -0.162 0.966
H 2.930 0.519 1.480
H 2.879 -0.992 0.560
C -0.811 -3.220 -3.747
C -1.340 -4.231 -2.753
O -2.103 -5.260 -3.400
C -1.387 -6.203 -4.010
O -0.186 -6.276 -4.042
O -2.234 -7.060 -4.582
C -1.600 -8.094 -5.338
H -1.626 -2.821 -4.353
H -0.319 -2.398 -3.227
H -0.092 -3.677 -4.426
H -2.026 -3.743 -2.063
H -0.536 -4.671 -2.162
H -0.856 -8.616 -4.741
H -1.139 -7.677 -6.232
H -2.381 -8.790 -5.628
C -1.693 6.579 4.002
C -2.281 6.158 2.672
O -3.118 5.000 2.805
C -4.336 5.225 3.294
O -4.792 6.293 3.607
O -4.965 4.052 3.381
C -6.267 4.121 3.968
H -1.175 5.742 4.471
H -0.988 7.398 3.863
H -2.473 6.910 4.687
H -1.486 5.865 1.989
H -2.837 6.970 2.203
H -6.885 4.861 3.464
H -6.189 4.354 5.029
H -6.713 3.138 3.848
C 3.848 0.847 -3.572
C 3.216 1.396 -4.829
O 4.173 2.071 -5.664
C 4.957 1.279 -6.390
O 4.920 0.077 -6.429
O 5.800 2.053 -7.079
C 6.756 1.330 -7.856
H 4.381 1.633 -3.037
H 3.092 0.429 -2.918
H 4.569 0.064 -3.808
H 2.474 2.150 -4.571
H 2.708 0.617 -5.398
H 6.267 0.606 -8.504
H 7.469 0.828 -7.203
H 7.280 2.061 -8.465
C 5.490 -2.126 6.626
C 4.431 -1.069 6.398
O 3.843 -1.179 5.093
C 2.938 -2.147 4.955
O 2.565 -2.900 5.814
O 2.512 -2.135 3.690
C 1.581 -3.172 3.370
H 6.235 -2.097 5.830
H 5.988 -1.964 7.582
H 5.053 -3.124 6.631
H 4.879 -0.078 6.432
H 3.655 -1.107 7.162
H 0.739 -3.176 4.060
H 2.078 -4.141 3.377
H 1.217 -2.955 2.368
*
```

(3)
A molecular structure, C28H45IrN2S2Sb at a distorted geometry. Source: the Open Molecules 2025 dataset; level of theory: ωB97M-V with the def2-TZVPD basis set.

Computed properties:
HOMO energy (spin up / spin down), Ha: -0.4547 / -0.5156
ΔE to the lowest compared entry with this formula, charge and spin, kcal per mole: 10.2
HOMO-LUMO gap (spin up / spin down), eV: 7.827 / 5.205
LUMO energy (spin up / spin down), eV: -4.5 / -8.8

ORCA input file:
```
! RIJCOSX wB97M-V def2-TZVPD def2/J DEFGRID3
* xyz 2 6
Ir -0.063 0.052 0.131
C 1.022 -0.829 -2.794
N -0.276 -0.730 -2.093
C -0.914 -2.050 -1.926
C -0.160 -2.921 -0.932
N -0.123 -2.314 0.426
C 1.139 -2.616 1.127
C -1.275 -2.739 1.208
C -1.358 -4.032 1.694
C -2.470 -4.455 2.414
C -3.527 -3.582 2.654
C -3.475 -2.298 2.159
C -2.350 -1.859 1.437
S -2.382 -0.239 0.834
C -1.114 0.222 -2.798
C -1.880 -0.147 -3.891
C -2.575 0.808 -4.625
C -2.508 2.150 -4.276
C -1.757 2.533 -3.182
C -1.067 1.578 -2.425
S -0.208 2.132 -1.021
H 0.911 -1.359 -3.745
H 1.753 -1.353 -2.178
H 1.398 0.169 -3.005
H -0.962 -2.590 -2.876
H -1.931 -1.884 -1.568
H 0.863 -3.087 -1.270
H -0.656 -3.892 -0.902
H 1.975 -2.231 0.541
H 1.304 -3.685 1.286
H 1.118 -2.119 2.095
H -0.558 -4.738 1.511
H -2.510 -5.475 2.771
H -4.391 -3.910 3.215
H -4.292 -1.606 2.313
H -1.944 -1.183 -4.193
H -3.150 0.496 -5.486
H -3.040 2.891 -4.855
H -1.712 3.573 -2.886
C 4.867 -0.684 1.925
C 4.031 -0.058 3.031
C 3.355 -1.121 3.881
C 4.843 0.886 3.905
Sb 2.428 1.173 1.961
C 0.908 1.873 3.502
C 1.629 2.253 4.783
C 0.013 0.662 3.706
C 0.143 3.048 2.920
C 3.426 2.795 0.678
C 4.761 3.131 1.309
C 3.578 2.148 -0.689
C 2.500 3.994 0.633
H 5.685 -1.255 2.374
H 5.316 0.067 1.273
H 4.279 -1.375 1.318
H 4.138 -1.713 4.364
H 2.752 -1.809 3.290
H 2.740 -0.693 4.673
H 5.556 0.284 4.476
H 4.220 1.416 4.624
H 5.418 1.607 3.328
H 2.118 1.398 5.249
H 0.887 2.631 5.495
H 2.362 3.047 4.631
H 0.554 -0.179 4.147
H -0.426 0.335 2.756
H -0.806 0.924 4.383
H 0.766 3.938 2.843
H -0.687 3.288 3.592
H -0.280 2.823 1.938
H 5.449 2.286 1.302
H 4.658 3.512 2.325
H 5.226 3.927 0.716
H 4.184 1.240 -0.656
H 4.088 2.854 -1.352
H 2.606 1.917 -1.128
H 2.432 4.498 1.596
H 1.499 3.734 0.290
H 2.914 4.713 -0.082
*
```